[1]
# C8H34O9

9 unconnected molecules or ions with the total composition C8H34O9 at a distorted geometry (ωB97M-V/def2-TZVPD, the OMol25 dataset).

Each line ends with the natural charge from an NBO analysis.
CARTESIAN COORDINATES (ANGSTROEM)
C 0.84 4.09 -0.39  -0.62
C 1.13 3.91 -1.87  -0.07
O -0.06 4.15 -2.55  -0.74
H 0.12 3.30 -0.11  0.20
H 0.33 5.05 -0.31  0.21
H 1.73 4.05 0.27  0.22
H 1.47 2.90 -2.11  0.19
H 1.99 4.54 -2.19  0.14
H 0.05 4.04 -3.51  0.47
C -3.26 2.83 -1.94  -0.65
C -2.44 1.89 -1.03  -0.07
O -2.46 2.30 0.39  -0.76
H -2.88 3.89 -1.78  0.23
H -4.30 2.86 -1.73  0.20
H -3.21 2.37 -2.91  0.22
H -1.39 1.84 -1.26  0.20
H -2.85 0.88 -1.08  0.16
H -3.38 2.59 0.51  0.48
C 0.06 -1.63 1.90  -0.64
C -0.86 -0.55 1.37  -0.07
O -0.19 0.73 1.41  -0.80
H 0.09 -1.64 2.99  0.22
H 1.05 -1.60 1.42  0.22
H -0.32 -2.60 1.58  0.21
H -1.81 -0.62 1.85  0.17
H -1.05 -0.79 0.33  0.17
H -0.91 1.39 1.09  0.52
C -0.74 -5.66 0.63  -0.65
C -0.47 -5.57 -0.81  -0.07
O 0.45 -4.52 -1.21  -0.74
H -1.23 -6.60 0.85  0.22
H -1.32 -4.94 1.20  0.22
H 0.22 -5.74 1.18  0.20
H -1.35 -5.34 -1.39  0.18
H -0.10 -6.54 -1.12  0.17
H 1.20 -4.59 -0.57  0.47
O 2.13 0.60 -2.43  -0.97
H 2.62 0.53 -1.58  0.49
H 1.42 -0.06 -2.32  0.48
O 3.40 -0.85 3.25  -0.97
H 2.62 -0.34 3.41  0.49
H 3.11 -1.77 3.23  0.46
O -0.29 -1.56 -2.21  -0.97
H -0.01 -1.66 -3.11  0.47
H -0.08 -2.40 -1.78  0.50
O 1.23 0.86 3.89  -0.99
H 0.79 1.11 3.05  0.51
H 1.10 1.51 4.56  0.48
O 2.65 1.21 0.61  -0.97
H 3.33 0.94 1.24  0.48
H 1.82 1.17 1.11  0.49

## Properties
LUMO level, eV: 0.46
Total energy, eV: -27274.2767
Net charge: 0
Gap between HOMO and LUMO, eV: 10.00
SMILES: CCO.CCO.CCO.CCO.O.O.O.O.O


[2]
# C23H37AsN2O2OsSi3

A molecular structure, C23H37AsN2O2OsSi3 (ωB97M-V/def2-TZVPD, the OMol25 dataset).

Each line ends with the natural charge from an NBO analysis.
CARTESIAN COORDINATES (ANGSTROEM)
Os -0.84 -0.50 0.38  1.57
O -1.92 1.05 0.26  -0.65
C -2.34 1.81 -0.79  0.34
C -3.10 2.93 -0.51  -0.24
C -3.54 3.73 -1.55  -0.10
C -3.23 3.43 -2.88  -0.22
C -2.46 2.32 -3.16  -0.09
C -2.00 1.48 -2.12  -0.23
C -1.19 0.37 -2.49  0.24
N -0.65 -0.48 -1.66  -0.42
N 0.12 -1.50 -2.22  -0.33
C 0.64 -2.22 -1.29  0.55
O 0.40 -1.92 0.02  -0.69
C 1.49 -3.38 -1.55  -0.10
C 2.27 -3.93 -0.53  -0.19
C 3.07 -5.03 -0.80  -0.19
C 3.08 -5.59 -2.07  -0.15
C 2.30 -5.04 -3.08  -0.20
C 1.51 -3.94 -2.83  -0.17
H -3.34 3.16 0.52  0.24
H -4.14 4.60 -1.33  0.25
H -3.59 4.06 -3.68  0.25
H -2.20 2.07 -4.18  0.24
H -0.99 0.18 -3.54  0.25
H 2.27 -3.48 0.45  0.22
H 3.68 -5.45 -0.01  0.23
H 3.70 -6.45 -2.27  0.24
H 2.32 -5.48 -4.07  0.24
H 0.90 -3.51 -3.62  0.24
C -4.93 -0.25 1.49  -1.15
Si -3.82 -0.34 2.98  1.55
C -3.15 1.30 3.52  -1.15
C -4.57 -1.30 4.36  -1.15
As -1.88 -1.63 2.27  -0.48
Si -0.12 -1.75 3.98  1.58
C -1.05 -2.13 5.53  -1.15
C 1.03 -3.08 3.43  -1.15
C 0.64 -0.06 3.95  -1.15
Si -2.58 -3.70 1.19  1.55
C -1.15 -4.86 1.20  -1.15
C -4.03 -4.31 2.16  -1.15
C -3.03 -3.13 -0.53  -1.16
H -5.76 0.42 1.71  0.27
H -5.36 -1.23 1.27  0.25
H -4.43 0.12 0.60  0.24
H -3.97 2.02 3.61  0.27
H -2.42 1.72 2.83  0.25
H -2.68 1.21 4.51  0.26
H -5.41 -0.73 4.77  0.28
H -3.87 -1.47 5.18  0.25
H -4.97 -2.27 4.04  0.26
H -1.71 -3.00 5.42  0.26
H -1.63 -1.28 5.88  0.26
H -0.33 -2.38 6.32  0.28
H 0.59 -4.07 3.56  0.26
H 1.94 -3.04 4.05  0.28
H 1.33 -2.96 2.39  0.25
H -0.06 0.70 4.29  0.26
H 1.00 0.22 2.95  0.24
H 1.51 -0.03 4.61  0.28
H -0.99 -5.30 2.18  0.26
H -0.22 -4.40 0.87  0.26
H -1.37 -5.68 0.50  0.27
H -3.81 -4.39 3.23  0.26
H -4.28 -5.31 1.81  0.28
H -4.91 -3.68 2.03  0.25
H -2.15 -3.08 -1.18  0.25
H -3.55 -2.17 -0.55  0.24
H -3.72 -3.86 -0.98  0.28

## Properties
LUMO level (spin up / spin down), eV: -6.55 / -8.94
Total energy, eV: -118452.5862
Spin multiplicity: 5
Net charge: +2
Gap between HOMO and LUMO (spin up / spin down), eV: 7.49 / 5.11